# C24H46CsN6O6

A structure of composition C24H46CsN6O6 in a non-equilibrium geometry (ωB97M-V with the def2-TZVPD basis set, the OMol25 dataset).

Values from the calculation:
LUMO energy (alpha / beta)   0.0812 / 0.0812 Eh
Charge   -1
HOMO level (alpha / beta)   -4.7661 / -4.7651 eV
Kohn-Sham gap (alpha / beta)   6.9768 / 6.9758 eV
Total energy   -1742.1304 a.u.

Element x y z (Å)
Cs1 -2.070 -0.052 -3.229
C1 -3.543 -0.157 3.068
C2 -3.539 0.238 1.554
C3 -3.465 1.734 1.209
C4 -2.304 2.666 1.570
C5 -2.886 4.041 1.347
C6 -1.811 2.503 2.950
N1 -1.192 2.468 0.627
C7 0.047 3.161 0.960
C8 1.091 3.197 -0.152
N2 1.023 1.951 -0.896
C9 1.078 2.094 -2.373
C10 -0.154 2.846 -2.902
O1 -0.176 3.252 -4.027
O2 -1.235 2.965 -2.056
C11 1.979 0.865 -0.370
C12 3.511 1.299 -0.572
C13 1.633 0.414 1.093
C14 1.875 -1.128 1.310
C15 3.244 -1.635 0.890
C16 1.655 -1.485 2.779
N3 0.930 -1.930 0.520
C17 -0.389 -1.473 0.169
C18 -1.490 -1.086 1.242
N4 -2.693 -0.601 0.643
C19 -3.490 -1.650 0.092
C20 -4.343 -1.199 -1.119
O3 -4.419 0.016 -1.487
O4 -5.006 -2.138 -1.610
H1 -4.040 0.653 3.617
H2 -2.558 -0.411 3.427
H3 -4.181 -1.114 3.204
H4 -4.544 -0.071 1.224
H5 -4.365 2.181 1.609
H6 -3.567 1.918 0.146
H7 -3.469 4.271 2.235
H8 -3.536 3.967 0.503
H9 -2.090 4.767 1.094
H10 -2.648 2.419 3.597
H11 -1.210 3.439 3.238
H12 -1.174 1.587 3.122
H13 -1.085 2.553 -1.180
H14 -0.947 1.497 0.408
H15 0.492 2.774 1.931
H16 -0.270 4.317 1.178
H17 2.075 3.387 0.291
H18 0.784 4.100 -0.783
H19 1.017 1.049 -2.809
H20 1.929 2.522 -2.956
H21 1.731 -0.009 -0.985
H22 3.919 1.162 0.457
H23 3.531 2.367 -0.844
H24 3.982 0.783 -1.353
H25 0.548 0.587 1.277
H26 2.176 1.073 1.825
H27 3.913 -1.073 1.577
H28 3.462 -1.453 -0.142
H29 3.293 -2.725 1.085
H30 2.522 -1.180 3.388
H31 1.599 -2.597 2.816
H32 0.848 -0.951 3.233
H33 1.424 -2.106 -0.400
H34 -0.820 -2.271 -0.519
H35 -0.298 -0.516 -0.406
H36 -1.141 -0.315 1.949
H37 -1.631 -1.894 1.967
H38 -4.232 -2.005 0.823
H39 -2.870 -2.493 -0.211
C21 3.025 -4.582 -1.927
C22 3.167 -3.160 -2.508
N5 4.322 -2.567 -2.311
O5 5.285 -3.388 -1.729
C23 1.977 -2.608 -3.133
C24 0.827 -3.531 -3.572
N6 1.774 -1.342 -3.121
O6 0.573 -0.960 -3.352
H40 3.801 -4.866 -1.192
H41 3.093 -5.394 -2.658
H42 1.985 -4.779 -1.486
H43 6.068 -2.869 -1.799
H44 0.632 -3.342 -4.568
H45 -0.116 -3.437 -3.050
H46 1.159 -4.537 -3.462